Entry 1:
C13H20N3O5S3 as an isolated structure. Source: the Open Molecules 2025 dataset; level of theory: ωB97M-V with the def2-TZVPD basis set.

Properties
Frontier orbital gap ... 8.36 eV
Multiplicity ... 1
Highest occupied orbital energy ... -6.03 eV
Charge ... -1

XYZ file:
```
44
Properties=species:S:1:pos:R:3:nbo_charge:R:1
O 0.518 0.952 0.444 -0.58
C -0.598 1.348 0.651 0.48
C -1.043 2.743 0.311 -0.81
S -2.624 3.120 1.060 2.34
O -2.410 2.913 2.475 -0.99
O -3.575 2.239 0.414 -0.99
N -2.804 4.659 0.792 -1.27
S -3.436 5.264 -0.540 2.33
O -3.180 4.452 -1.705 -0.98
O -3.051 6.655 -0.602 -0.98
C -5.214 5.346 -0.241 -0.67
C -5.926 4.183 0.440 -0.43
C -6.600 3.108 -0.433 -0.52
S -5.936 2.766 -2.085 -0.01
H -1.353 0.685 1.111 0.13
H -1.107 2.881 -0.773 0.28
H -0.323 3.457 0.720 0.26
H -5.649 5.609 -1.211 0.22
H -5.277 6.228 0.399 0.24
H -6.724 4.620 1.054 0.20
H -5.241 3.710 1.147 0.24
H -7.662 3.333 -0.552 0.20
H -6.538 2.147 0.083 0.23
H -6.424 3.867 -2.672 0.10
N 2.528 -1.190 0.361 -0.50
C 1.876 -1.816 1.382 -0.06
C 2.296 -3.121 1.418 -0.31
C 3.235 -3.290 0.364 -0.33
C 3.351 -2.079 -0.270 -0.09
H 2.368 -0.230 0.103 0.44
H 1.166 -1.279 1.986 0.22
H 1.961 -3.871 2.115 0.21
H 3.757 -4.196 0.099 0.21
H 3.950 -1.777 -1.113 0.20
N 6.678 -5.384 -0.073 -0.50
C 7.117 -6.615 0.327 -0.08
C 6.812 -7.511 -0.664 -0.31
C 6.158 -6.790 -1.700 -0.31
C 6.094 -5.480 -1.305 -0.07
H 6.754 -4.537 0.461 0.42
H 7.603 -6.751 1.278 0.21
H 7.025 -8.567 -0.644 0.22
H 5.773 -7.188 -2.624 0.22
H 5.676 -4.614 -1.788 0.21
```

---

Entry 2:
An isolated ion of composition C13H20NO and charge +1 at a distorted geometry. Source: the Open Molecules 2025 dataset; level of theory: ωB97M-V with the def2-TZVPD basis set.

Properties
Frontier orbital gap (spin up / spin down) ... 7.55 / 7.76 eV
Multiplicity ... 1
Highest occupied orbital energy (spin up / spin down) ... -10.82 / -11.15 eV
Charge ... +1
Structure (SMILES) ... CC/C(=C(/OC)[NH+](C)C)c1ccccc1
ΔE to the lowest compared entry with this formula, charge and spin ... 5.760 eV

XYZ file:
```
35
Properties=species:S:1:pos:R:3:nbo_charge:R:1
C -1.137 -2.692 -0.134 -0.61
C -1.695 -1.218 0.218 -0.49
C -0.802 -0.180 -0.224 0.08
C 0.563 0.180 0.803 0.41
O 1.428 1.134 0.588 -0.53
C 2.029 1.318 -0.678 -0.24
N 0.534 -0.266 2.216 -0.42
C 0.224 0.832 3.053 -0.44
C 1.751 -1.116 2.405 -0.42
C -0.843 0.479 -1.453 -0.18
C -1.017 -0.232 -2.694 -0.18
C -1.133 0.460 -3.847 -0.20
C -1.227 1.888 -3.886 -0.16
C -1.065 2.593 -2.722 -0.23
C -0.778 1.883 -1.568 -0.16
H -1.785 -3.176 -0.999 0.24
H -0.113 -2.643 -0.523 0.22
H -1.158 -3.288 0.775 0.22
H -2.668 -1.155 -0.297 0.26
H -1.783 -1.058 1.255 0.19
H 1.383 1.938 -1.277 0.21
H 1.988 0.382 -1.142 0.20
H 2.963 1.813 -0.563 0.21
H -0.322 -0.890 2.383 0.45
H -0.025 0.466 4.006 0.23
H 1.105 1.582 3.030 0.25
H -0.680 1.379 2.759 0.25
H 1.659 -2.003 1.732 0.25
H 2.783 -0.584 2.207 0.26
H 1.761 -1.317 3.468 0.23
H -1.150 -1.279 -2.650 0.21
H -1.475 0.080 -4.753 0.22
H -1.381 2.229 -4.914 0.23
H -1.159 3.660 -2.630 0.23
H -0.619 2.481 -0.632 0.21
```

---

Entry 3:
C13H20PdS3Sb2 as an isolated structure. Source: the Open Molecules 2025 dataset; level of theory: ωB97M-V with the def2-TZVPD basis set.

Properties
Frontier orbital gap ... 4.25 eV
Multiplicity ... 1
Highest occupied orbital energy ... 0.48 eV
Charge ... -2

XYZ file:
```
39
Properties=species:S:1:pos:R:3:nbo_charge:R:1
Pd -1.841 0.394 -1.829 -0.03
C 2.997 -0.080 -2.842 -1.08
Sb 1.005 0.453 -1.934 1.03
C 0.150 -0.777 -3.521 -1.01
C 1.298 -1.230 -0.523 -0.79
C 1.697 -0.755 0.838 -0.02
C 2.979 -0.230 1.017 -0.22
C 3.405 0.292 2.228 -0.24
C 2.534 0.299 3.308 -0.25
C 1.263 -0.234 3.153 -0.21
C 0.822 -0.773 1.943 -0.04
C -0.562 -1.327 1.849 -0.79
Sb -1.890 -0.065 0.611 1.14
C -3.666 -0.633 1.713 -1.03
C -1.530 1.694 1.798 -1.03
H 3.058 -1.157 -3.033 0.19
H 3.825 0.213 -2.188 0.19
H 3.112 0.450 -3.792 0.20
H 0.652 -1.747 -3.498 0.20
H 0.406 -0.269 -4.453 0.21
H -0.934 -0.926 -3.495 0.24
H 2.093 -1.828 -0.972 0.22
H 0.371 -1.798 -0.532 0.23
H 3.649 -0.221 0.163 0.20
H 4.404 0.702 2.324 0.19
H 2.840 0.715 4.261 0.19
H 0.579 -0.238 3.996 0.19
H -1.019 -1.412 2.837 0.21
H -0.573 -2.309 1.371 0.22
H -3.476 -0.570 2.787 0.20
H -3.938 -1.655 1.444 0.21
H -4.487 0.030 1.440 0.23
H -1.687 1.495 2.861 0.19
H -2.207 2.473 1.450 0.24
H -0.503 2.019 1.628 0.23
S -4.867 3.383 -3.735 -0.38
C -3.732 2.276 -3.121 -0.49
S -4.014 0.566 -3.092 -0.38
S -2.211 2.780 -2.457 -0.38
```

---

Entry 4:
C13H21AlBIN2O7P as an isolated structure at a distorted geometry. Source: the Open Molecules 2025 dataset; level of theory: ωB97M-V with the def2-TZVPD basis set.

Properties
Frontier orbital gap ... 7.67 eV
Multiplicity ... 1
Highest occupied orbital energy ... -5.14 eV
Charge ... -1
ΔE to the lowest compared entry with this formula, charge and spin ... 2.266 eV

XYZ file:
```
47
Properties=species:S:1:pos:R:3:nbo_charge:R:1
C 3.992 -2.869 0.215 -0.63
C 3.125 -2.024 1.240 -0.06
O 2.207 -1.236 0.458 -0.78
B 1.156 -0.676 1.227 1.22
O 0.378 -1.573 2.015 -0.91
C 0.731 0.873 1.251 -0.16
I 0.851 1.541 3.367 0.05
O -0.690 0.769 1.103 -0.95
Al -1.340 2.426 0.649 2.12
O -1.639 3.649 1.961 -1.20
O -2.866 2.066 -0.363 -0.90
C -3.702 1.354 0.464 0.76
O -4.274 1.854 1.403 -0.57
C -3.805 -0.173 0.112 -0.10
C -4.482 -0.644 -1.103 -0.21
C -4.484 -2.092 -1.355 -0.23
C -3.865 -3.032 -0.421 -0.24
C -3.209 -2.547 0.786 -0.23
C -3.194 -1.113 1.045 -0.18
O 0.226 2.806 -0.239 -0.98
C 1.256 1.866 0.124 -0.09
C 1.543 1.195 -1.312 -0.24
N 0.375 0.455 -1.833 -0.60
C 0.415 0.568 -3.318 -0.41
P 2.811 2.883 0.395 1.32
N 3.679 2.514 1.676 -1.34
H 4.346 -2.166 -0.590 0.21
H 4.847 -3.329 0.774 0.20
H 3.361 -3.651 -0.292 0.20
H 3.783 -1.304 1.802 0.19
H 2.636 -2.751 1.936 0.18
H 0.260 -2.368 1.466 0.48
H -1.986 4.482 1.599 0.46
H -4.968 0.058 -1.814 0.22
H -4.949 -2.534 -2.268 0.21
H -3.861 -4.130 -0.619 0.21
H -2.734 -3.241 1.516 0.21
H -2.691 -0.717 1.953 0.26
H 1.739 2.057 -2.006 0.20
H 2.499 0.588 -1.294 0.18
H 0.552 -0.538 -1.652 0.35
H 0.346 1.648 -3.626 0.20
H -0.382 -0.048 -3.812 0.20
H 1.402 0.165 -3.702 0.15
H 2.419 4.250 0.409 -0.05
H 3.659 2.696 -0.756 -0.07
H 4.621 2.205 1.436 0.36
```

---

Entry 5:
C13H21AlF7NOSi as an isolated structure at a distorted geometry. Source: the Open Molecules 2025 dataset; level of theory: ωB97M-V with the def2-TZVPD basis set.

Properties
Frontier orbital gap ... 7.85 eV
Multiplicity ... 1
Highest occupied orbital energy ... -10.27 eV

XYZ file:
```
45
Properties=species:S:1:pos:R:3:nbo_charge:R:1
C -2.244 -2.864 -3.429 -0.59
C -2.390 -2.181 -2.058 -0.46
C -1.072 -1.976 -1.374 0.31
C -0.592 -2.975 -0.536 -0.22
C 0.630 -2.859 0.099 -0.09
C 1.396 -1.723 -0.108 -0.01
C 2.717 -1.510 0.562 -0.45
C 2.471 -0.923 1.960 -0.05
O 2.141 0.431 1.716 -0.87
Si 0.706 1.032 2.371 1.86
C -0.794 -0.085 2.082 -1.14
C 0.362 2.595 1.436 -1.14
C 0.822 1.352 4.215 -1.14
C 0.893 -0.740 -0.941 0.10
N -0.313 -0.861 -1.540 -0.35
C -0.795 0.266 -2.366 1.12
F -0.944 -0.137 -3.607 -0.29
F -1.931 0.702 -1.880 -0.27
F 0.091 1.229 -2.327 -0.26
H -1.618 -2.303 -4.111 0.22
H -3.232 -2.998 -3.851 0.23
H -1.756 -3.821 -3.274 0.21
H -2.940 -2.879 -1.437 0.23
H -2.991 -1.281 -2.101 0.25
H -1.174 -3.865 -0.366 0.24
H 0.991 -3.650 0.738 0.24
H 3.258 -2.453 0.606 0.22
H 3.300 -0.797 -0.007 0.24
H 1.654 -1.442 2.464 0.17
H 3.403 -0.997 2.515 0.20
H -1.140 0.081 1.064 0.22
H -0.618 -1.143 2.269 0.21
H -1.601 0.230 2.738 0.26
H 0.724 2.421 0.423 0.25
H -0.697 2.823 1.414 0.27
H 0.940 3.424 1.831 0.26
H -0.106 1.849 4.489 0.25
H 1.669 1.967 4.489 0.25
H 0.834 0.405 4.757 0.23
H 1.480 0.147 -1.097 0.28
F 1.220 4.436 -1.257 -0.79
Al -0.307 5.117 -1.573 2.15
F -1.365 4.651 -0.323 -0.79
F -0.890 4.506 -3.043 -0.79
F -0.193 6.798 -1.635 -0.78
```

---

In the order shown, the computed E_tot values come out to -2242.428396, -636.919661, -2310.282454, -2050.743647, -1869.284882 a.u..